# 1
Formula: C3H3N3O2
Source: the Open Molecules 2025 dataset
Level of theory: ωB97M-V/def2-TZVPD

Values from the calculation:
- Multiplicity: 1
- ΔE to the lowest compared entry with this formula, charge and spin: 163.8 kcal/mol
- SMILES string: O=C1C=NNC=NO1
- HOMO: -9.99 eV

```
11
C3H3N3O2 (ωB97M-V/def2-TZVPD)
O -0.6631 2.0886 -1.9891
C -0.0118 1.2886 -1.1098
C -0.8429 1.1652 0.3366
N -1.1363 0.0808 1.0469
N -0.4006 -1.0853 0.7332
C 0.9003 -1.3582 0.2823
N 1.5909 -0.6918 -0.5874
O 0.8783 0.4213 -1.5112
H -1.1499 2.0286 0.8409
H -0.8011 -1.9296 1.3601
H 1.6363 -2.0082 0.5976
```

Just the Mulliken charges please, in e? Sure, here they are:
1. O -0.54
2. C 0.57
3. C -0.18
4. N -0.47
5. N -0.09
6. C 0.17
7. N -0.33
8. O -0.24
9. H 0.41
10. H 0.29
11. H 0.43


# 2
Formula: C3H3N3O2
Source: the Open Molecules 2025 dataset
Level of theory: ωB97M-V/def2-TZVPD

Values from the calculation:
- Multiplicity: 1
- ΔE to the lowest compared entry with this formula, charge and spin: 80.9 kcal/mol
- SMILES string: Oc1cnnc(O)n1
- HOMO: -9.55 eV

```
11
C3H3N3O2 (ωB97M-V/def2-TZVPD)
O -0.6831 -2.2667 -0.4196
C -0.2151 -0.9194 -0.3392
C 0.6409 -0.2953 -1.3120
N 0.7421 1.1091 -1.2844
N 0.4689 1.6313 -0.1604
C -0.2244 0.8606 0.7416
O -0.1627 1.3620 1.9416
N -0.7523 -0.3647 0.7226
H -1.4274 -2.3896 0.2341
H 1.1780 -0.8769 -2.2508
H 0.4352 2.1495 2.1265
```

Just the Mulliken charges please, in e? Sure, here they are:
1. O -0.53
2. C 0.91
3. C -0.43
4. N -0.31
5. N -0.33
6. C 0.61
7. O -0.50
8. N -0.49
9. H 0.38
10. H 0.30
11. H 0.38


# 3
Formula: C3H3N3O2
Source: the Open Molecules 2025 dataset
Level of theory: ωB97M-V/def2-TZVPD

Values from the calculation:
- Multiplicity: 1
- ΔE to the lowest compared entry with this formula, charge and spin: 134.0 kcal/mol
- SMILES string: [H]/N=c1\ncc(=O)o[nH]1
- HOMO: -9.95 eV

```
11
C3H3N3O2 (ωB97M-V/def2-TZVPD)
H -2.5693 0.6028 0.8843
N -2.1034 -0.1798 0.5709
C -0.9834 0.0818 -0.1570
N -0.3976 1.2299 -0.5493
C 0.8957 1.1906 -0.3695
C 1.6593 -0.1958 -0.0195
O 2.8019 -0.1759 0.4599
O 0.9222 -1.3455 -0.4261
N -0.5777 -1.3603 -0.5091
H 1.3207 2.1739 -0.0666
H -0.9682 -2.0216 0.1821
```

Just the Mulliken charges please, in e? Sure, here they are:
1. H 0.22
2. N -0.66
3. C 0.59
4. N -0.41
5. C -0.04
6. C 0.56
7. O -0.48
8. O -0.28
9. N -0.19
10. H 0.35
11. H 0.34


| no. | Kohn-Sham gap (eV) |
| --- | --- |
| 1 | 9.56 |
| 2 | 9.43 |
| 3 | 8.40 |